1.
C10H13BO10S | the ωB97M-V functional and the def2-TZVPD basis

Calculated values
E_tot, eV: -42565.532
Kohn-Sham gap, eV: 8.201
SMILES string: O=S1(=O)CC[C@@H](OB(O)O)CO1.O=C1C=C(O)C(=O)C=C1O
Maximum force, hartree/bohr: 0.15191
LUMO, eV: -1.4762
Net charge: 0
E_HOMO, eV: -9.68

The geometry in XYZ format:
```
35
Properties=species:S:1:pos:R:3:forces:R:3
O -1.200844 0.687916 0.382683 -3.227 -4.133 -1.426
S -2.401787 -0.094710 -0.200061 -1.625 7.615 -0.626
O -3.432084 0.970046 -0.741151 3.289 -4.919 1.906
C -1.979238 -1.248642 -1.620590 0.181 -1.598 -0.334
C -1.233539 -2.585854 -0.971123 -1.091 -0.477 -0.200
C -2.200119 -3.178068 0.258728 -0.676 0.479 -1.309
O -1.793058 -4.535286 0.653633 2.184 1.971 2.026
B -0.821063 -4.533238 1.764204 0.014 -0.004 1.329
O 0.560800 -4.015549 1.728536 -2.826 -0.836 1.707
O -1.314992 -5.070286 3.081307 0.916 3.060 -1.379
C -2.392366 -2.119523 1.496246 0.329 0.206 -0.047
O -3.256211 -1.014630 0.962242 2.485 -0.034 -1.566
H -3.002364 -1.536962 -2.162232 2.098 0.688 1.610
H -1.331247 -0.710889 -2.444845 -1.166 -0.687 2.167
H -0.136050 -2.385759 -0.617756 -2.179 -0.285 -0.686
H -1.271310 -3.423507 -1.817534 0.331 1.825 1.914
H -3.275712 -3.292059 -0.246940 2.262 0.164 1.307
H 0.907518 -3.980753 2.688763 -0.802 -0.302 -2.336
H -1.300352 -4.303105 3.756645 0.102 -1.990 -1.501
H -3.000430 -2.561936 2.409709 1.363 0.836 -2.043
H -1.390092 -1.576895 1.832577 -1.914 -1.528 -0.537
C 1.249605 2.958788 -0.539237 0.002 -0.147 -0.417
C 1.746732 3.674342 0.471490 -1.247 -0.171 1.349
C 3.048545 4.386873 0.348137 0.777 0.565 0.280
O 3.470676 5.052108 1.287435 -0.496 -0.527 -0.484
C 3.788605 4.256139 -0.916704 -0.028 0.127 0.321
C 3.292940 3.537705 -1.926067 1.316 0.164 -1.328
C 1.978508 2.848193 -1.812168 -0.912 -0.558 -0.093
O 1.540418 2.210286 -2.763646 0.581 0.455 0.424
O 3.984455 3.408413 -3.116564 -1.456 -0.288 1.221
O 1.068589 3.780731 1.671876 1.488 0.337 -1.271
H 0.303517 2.437658 -0.464002 0.010 -0.006 0.025
H 4.741761 4.764408 -0.986648 -0.058 -0.020 0.004
H 3.418761 2.843294 -3.686768 0.212 0.245 0.247
H 1.631430 4.350751 2.239825 -0.237 -0.226 -0.254
```
Positions in Å, forces in eV/Å.


2.
C10H13BrN3S | the ωB97M-V functional and the def2-TZVPD basis

Calculated values
E_tot, eV: -95919.582
Kohn-Sham gap, eV: 8.834
SMILES string: CC[NH2+][C@@]1(c2ccc(Br)cc2)N=NCS1
Maximum force, hartree/bohr: 0.06291
LUMO, eV: -3.5135
ΔE to the lowest compared entry with this formula, charge and spin, kJ/mol: 0.0
Net charge: +1
E_HOMO, eV: -12.35

The geometry in XYZ format:
```
28
Properties=species:S:1:pos:R:3:forces:R:3
C -1.151064 0.272438 1.113550 -0.298 0.940 -0.574
C -1.173554 0.361394 -1.307779 1.461 -0.705 -0.470
C -2.493354 0.106631 1.131878 -3.148 -0.688 0.279
C -2.541125 0.082120 -1.306492 -0.512 -1.448 0.601
C -0.478247 0.472632 -0.064285 0.131 -0.356 -1.048
C -3.217566 -0.105237 -0.035063 0.895 0.478 -1.640
C 1.917014 3.143069 0.285242 -2.822 0.720 -1.252
C 0.994543 0.776918 0.026702 1.104 -0.072 -2.425
C 0.381698 -2.477904 -0.527863 0.615 -3.150 0.405
C 1.264887 -1.805265 0.422529 1.575 -0.087 1.498
N 1.758280 2.350270 1.467092 0.166 0.334 0.251
N 1.389379 1.210918 1.290742 -0.372 -0.558 2.730
N 1.880949 -0.518332 -0.196098 -1.643 -0.551 -0.722
S 1.569466 2.057199 -1.166271 0.247 -0.049 0.307
Br -5.025701 -0.718523 0.065066 0.798 0.462 -0.196
H -0.757354 0.388766 2.066320 1.390 0.197 1.383
H -0.516106 0.256414 -2.276089 -1.693 0.684 1.781
H -3.071617 0.116605 2.078196 0.690 -0.274 -0.592
H -3.039419 -0.245908 -2.250536 0.351 0.703 0.932
H 1.151566 3.986270 0.199870 1.013 -1.022 0.626
H 2.868479 3.560297 0.355938 1.731 0.665 -0.360
H -0.623083 -2.223614 -0.494215 -1.818 0.652 0.326
H 0.699938 -2.373506 -1.508270 0.719 0.351 -2.096
H 0.460069 -3.584323 -0.371147 -0.260 0.822 0.094
H 2.211266 -2.440617 0.703486 -1.956 1.140 -0.430
H 0.656481 -1.562306 1.357958 1.436 0.161 -1.111
H 2.074976 -0.505398 -1.226986 -0.709 -0.749 0.823
H 2.809191 -0.581014 0.166523 0.910 1.402 0.879
```
Positions in Å, forces in eV/Å.


3.
C10H13Cl2KN4O7 | the ωB97M-V functional and the def2-TZVPD basis

Calculated values
E_tot, eV: -72247.861
Kohn-Sham gap, eV: 6.001
Maximum force, hartree/bohr: 0.03524
LUMO, eV: 4.2967
Net charge: -2
E_HOMO, eV: -1.70

The geometry in XYZ format:
```
37
Properties=species:S:1:pos:R:3:forces:R:3
K -1.546040 0.540503 2.080877 -0.112 -1.197 -0.250
O 0.529211 2.769752 4.948859 -0.018 -0.032 -0.119
C 0.074413 2.051977 4.043912 0.090 0.056 0.104
O -0.460934 0.910013 4.113473 0.600 0.150 1.405
C 0.083970 2.510858 2.571491 0.412 0.579 0.156
O -1.008456 2.818812 2.056201 0.309 1.222 -0.024
O 1.169405 2.374396 1.913859 0.016 0.028 -0.140
N -2.454739 -2.560758 2.649443 0.069 0.010 -0.044
C -2.428025 -2.686689 1.184737 -0.196 0.031 -0.082
C -3.429036 -1.663595 0.585483 -0.034 -0.032 -0.184
O -4.426767 -2.114703 -0.007416 0.052 -0.065 0.046
O -3.122672 -0.455187 0.776298 -1.204 -0.866 -1.041
H -1.815855 -3.218324 3.078351 0.016 0.013 0.029
H -3.387643 -2.781656 2.977788 0.019 0.015 0.064
H -2.693854 -3.690101 0.831979 -0.003 0.032 -0.018
H -1.422905 -2.445522 0.830083 0.001 0.005 0.029
C 3.605571 -2.187513 -2.549869 0.018 -0.034 -0.003
N 2.882923 -1.024631 -2.085095 -0.208 0.003 0.151
C 3.131051 0.193315 -2.619995 -0.101 0.071 0.092
C 2.483605 1.290828 -2.188846 0.024 0.096 -0.176
C 1.523442 1.128802 -1.122810 -0.135 -0.380 -0.034
N 1.243587 -0.078264 -0.637702 -0.133 0.348 0.258
C 1.871690 -1.183737 -1.061492 0.369 -0.369 -0.440
O 1.659229 -2.327019 -0.676238 -0.003 0.195 0.064
N 0.871672 2.182362 -0.620150 0.362 0.127 0.338
H 3.612131 -2.226051 -3.642046 -0.011 0.012 0.015
H 3.096275 -3.061435 -2.154383 0.013 -0.007 -0.013
H 4.638761 -2.184967 -2.189039 -0.017 -0.002 0.005
H 3.877234 0.223212 -3.405561 0.017 0.023 0.001
H 2.680998 2.267743 -2.605868 0.043 -0.033 -0.038
H 1.170117 3.062920 -1.016878 -0.002 -0.018 -0.057
H 0.876903 2.259526 0.518871 -0.165 -0.032 -0.070
Cl -3.313614 2.913278 -0.240218 -0.187 0.203 0.030
C -2.509620 1.735838 -1.262631 0.150 -0.269 0.303
Cl -2.631973 2.165977 -2.983388 0.019 0.044 -0.318
H -2.973600 0.770254 -1.095292 -0.072 -0.006 0.005
H -1.456451 1.719799 -0.996776 0.000 0.077 -0.044
```
Positions in Å, forces in eV/Å.


4.
C10H13ClFN5O4S | the ωB97M-V functional and the def2-TZVPD basis

Calculated values
E_tot, eV: -52291.888
Kohn-Sham gap, eV: 8.543
SMILES string: CS[C@@H](CNC(=O)N(CCCl)N=O)n1cc(F)c(=O)[nH]c1=O
Maximum force, hartree/bohr: 0.10252
LUMO, eV: -1.1281
ΔE to the lowest compared entry with this formula, charge and spin, kJ/mol: 322.0
Net charge: 0
E_HOMO, eV: -9.67

The geometry in XYZ format:
```
35
Properties=species:S:1:pos:R:3:forces:R:3
O 0.438102 -3.350062 0.623752 1.954 1.819 2.147
O 0.409805 -2.185963 -4.783715 -1.597 -2.194 1.117
O 1.142733 0.562264 2.704710 -1.045 -1.469 -1.203
O 1.533245 1.561064 -3.365566 -2.505 0.792 2.640
F -1.461705 -2.721721 -2.574024 -0.432 -0.824 -0.406
Cl 0.221053 -1.599346 5.900563 -1.213 0.142 -0.458
N 1.236990 -2.459536 0.938480 -1.776 -1.155 -2.363
S -1.833417 1.812753 -0.320025 -0.594 -0.629 -0.575
C 0.110204 -1.436188 -3.862581 2.177 -1.692 -4.422
C 0.884088 -0.229144 1.780797 2.586 1.870 0.518
C 0.661090 0.687260 -3.122825 4.613 2.529 -0.339
C -0.822314 -1.595119 -2.766033 0.643 1.331 0.564
C -0.945261 -0.612067 -1.868510 0.045 0.240 -0.301
N 0.842752 -0.281898 -4.043985 -3.489 -0.562 3.452
N 0.909791 -1.639031 2.000308 -1.608 0.588 1.094
N 0.750408 0.204357 0.477291 -0.834 -2.267 -0.028
N -0.137157 0.539599 -1.956126 0.182 0.237 -3.355
C -1.985336 3.566024 -0.220092 -0.033 1.065 0.613
C -0.408686 -1.477492 4.182664 -0.182 -1.256 -0.199
C 0.750153 -2.091166 3.447120 1.063 -0.517 -1.624
C 0.813908 1.607341 0.027451 0.782 -0.001 -0.464
C -0.199930 1.738047 -1.159161 -0.671 -0.986 2.767
H -1.676469 -0.778778 -1.083384 0.289 0.566 0.207
H 1.811847 -0.370077 -4.270034 0.191 -0.145 -0.863
H 0.443688 -0.567366 -0.178979 0.879 1.740 1.017
H -2.885084 3.823428 0.342880 0.155 -0.290 0.216
H -2.105264 4.095906 -1.149851 0.122 -0.163 -0.685
H -1.120922 3.984629 0.299396 -0.109 0.084 0.098
H -1.282449 -2.168725 3.931327 0.691 1.431 1.090
H -0.522368 -0.432971 3.904968 -0.325 -0.122 0.401
H 0.579266 -3.197298 3.421372 0.736 0.934 0.020
H 1.694743 -1.762440 3.929494 -0.553 -0.621 -0.336
H 1.892557 1.864475 -0.294101 -1.706 -0.212 0.616
H 0.388371 2.260809 0.822721 1.026 -0.437 -0.345
H -0.128431 2.648434 -1.716303 0.536 0.174 -0.611
```
Positions in Å, forces in eV/Å.